Density functional theory data (wB97M-V/def2-TZVPD) for 2 unconnected molecules or ions with the total composition C3H9S.

Positions of all 13 atoms, in Å:
1 C 1.20 -0.26 1.44
2 C 2.44 -0.26 0.50
3 H 1.10 -1.32 1.73
4 H 1.36 0.41 2.30
5 H 0.37 0.05 0.79
6 H 3.39 -0.51 1.03
7 H 2.64 0.74 0.08
8 H 2.35 -0.95 -0.34
9 C -3.01 0.46 -1.60
10 S -1.90 -0.03 -0.23
11 H -2.57 0.87 -2.52
12 H -3.76 1.21 -1.28
13 H -3.61 -0.40 -1.89

Lowest unoccupied orbital energy (alpha / beta) (eV): 6.7 / 6.7
ΔE to the lowest compared entry with this formula, charge and spin (eV): 1.289
Spin multiplicity: 2
Total charge: -2
⟨S²⟩: 0.751
HOMO energy (alpha / beta) (eV): 4.47 / 0.36
Molecular weight (g/mol): 77.172
Frontier orbital gap (alpha / beta) (hartree): 0.083 / 0.233

Löwdin population analysis, charges in e, atoms 1 to 5: -0.280, -0.633, 0.025, 0.012, -0.076